# 1
Below is C37H22CaClN5O10STe as an isolated structure, with properties calculated with ωB97M-V/def2-TZVPD.

Structure (ORCA input):
```
! RIJCOSX wB97M-V def2-TZVPD def2/J DEFGRID3
* xyz -2 1
O 2.457 -4.535 -0.772
N -1.599 2.138 1.158
O 6.270 -0.383 0.173
O 7.549 -0.884 -1.499
C -4.633 3.568 -0.244
H -2.798 -0.315 -6.771
C -1.730 -1.357 -5.175
H 2.170 -0.204 9.620
C 0.580 2.103 4.092
C -2.666 2.809 1.001
O 6.113 -0.468 -5.879
C 0.018 -3.487 -3.361
H -5.179 -1.487 -3.447
C 1.318 -0.253 8.918
H 2.460 -1.189 7.336
C -3.489 2.745 -0.210
H -1.822 4.220 5.142
N 6.453 -0.602 -1.008
H 6.632 -0.700 -3.592
C -4.205 -1.409 -3.932
N -0.624 -1.886 -1.982
H -4.908 4.252 0.551
C 3.322 0.013 -3.725
H -6.408 4.008 -1.350
O 4.000 -0.383 -6.311
C 0.518 -0.876 6.689
H -3.635 1.379 -3.243
S -3.207 3.775 2.393
C -1.053 2.349 2.422
C 5.637 -0.455 -3.243
C 0.772 -3.619 -2.199
C 0.043 0.178 9.276
O 0.026 -1.157 0.419
C -1.325 3.558 4.472
H 0.281 3.255 5.865
H -4.947 -0.442 -5.678
C 1.695 0.663 -1.943
O 2.324 -5.328 -2.821
C -1.782 3.237 3.193
C 3.048 0.093 -2.373
H 2.494 0.154 -4.427
C -2.833 -0.817 -5.811
C -5.113 2.612 -2.377
C -0.723 -0.365 7.087
H -3.233 -2.409 -2.295
C 0.097 1.725 2.877
H 2.122 -3.821 -0.090
N -0.804 -2.454 -3.199
O 1.534 -2.758 0.659
H -0.715 -1.311 -5.531
H -1.994 0.421 8.588
H -0.153 0.614 10.260
Ca -0.839 0.566 -0.802
C -1.917 -1.964 -3.949
N 4.948 -0.352 -5.533
C 5.331 -0.391 -1.927
C -4.075 -0.878 -5.206
Te 0.770 -1.679 4.767
H 3.816 0.067 -0.410
C 0.672 -2.145 0.027
C -5.461 3.473 -1.340
H -5.801 2.555 -3.212
C -3.132 -1.993 -3.282
H 0.631 1.024 2.261
C 4.613 -0.246 -4.119
C 1.896 -4.564 -1.962
H -1.506 -0.394 6.350
H 1.488 1.664 4.483
O 0.815 0.669 -2.815
C -3.906 1.949 -2.342
C 4.050 -0.129 -1.441
C 1.531 -0.809 7.648
C 0.287 -2.586 -1.358
C -3.009 1.946 -1.266
O 1.593 1.048 -0.779
C -0.995 0.129 8.345
Cl -0.026 -4.492 -4.725
C -0.125 3.015 4.885
*
```


# 2
Below is C37H22Cl5F3GaN3O3Sb as an isolated structure, with properties calculated with ωB97M-V/def2-TZVPD.

Structure (ORCA input):
```
! RIJCOSX wB97M-V def2-TZVPD def2/J DEFGRID3
* xyz 1 1
C 0.794 -2.103 -0.508
C -4.086 0.901 -0.543
C 0.706 5.291 1.407
C -4.186 1.815 -1.578
H -0.916 2.610 -1.764
H -4.952 0.374 -0.162
C 0.683 -4.506 -0.117
Cl 4.496 -3.407 0.293
C 0.826 7.466 0.454
H 0.514 -5.033 5.214
H 4.075 -2.666 4.739
H 1.672 5.174 -1.853
C 2.365 -3.939 5.081
C 0.064 -3.298 -0.421
C -2.843 0.655 0.019
C 1.117 4.755 0.189
H 0.247 7.108 2.479
Cl -0.253 -5.936 0.005
H -1.393 -2.873 3.293
C 2.172 -2.174 -0.269
N -1.736 1.264 -0.439
C 4.298 2.335 1.408
C 2.059 -4.551 0.098
C 0.961 -2.178 3.451
H 5.040 3.632 -3.715
C 2.430 2.514 -1.848
C 3.026 -2.834 4.533
H 2.902 -4.616 5.736
C -2.645 -0.284 1.126
C 3.586 3.222 -2.173
C 4.564 1.876 3.728
C 2.923 2.434 1.598
C 2.383 2.256 2.872
F 0.689 8.787 0.585
C 5.129 2.053 2.480
O 0.996 -0.342 1.972
C 1.226 6.957 -0.766
H -3.459 -0.864 1.543
C 2.802 -3.378 0.025
N -1.048 -1.295 2.450
H -3.081 3.188 -2.825
O -0.969 -3.617 3.762
C 3.526 2.265 -4.352
C -3.043 2.461 -2.026
N -1.445 -0.405 1.530
C 2.325 -1.975 3.724
C 1.367 5.584 -0.899
O 0.136 -0.965 -0.778
F 4.053 2.155 -5.570
Ga 0.082 0.428 0.436
H 0.511 4.652 2.260
H 2.813 1.856 4.954
H 1.954 0.889 -4.800
H 1.311 2.309 3.031
H 0.966 1.079 -2.532
C 2.387 1.541 -4.052
C -1.838 2.146 -1.430
Cl -1.636 -3.235 -0.705
H 4.052 3.881 -1.450
H 6.201 1.963 2.360
Sb 1.511 2.675 0.041
C 0.559 6.660 1.546
C 0.311 -3.306 3.991
F 5.361 1.576 4.758
C 4.143 3.096 -3.435
H -5.147 2.023 -2.032
Cl 2.834 -6.044 0.434
C 1.839 1.668 -2.787
H 4.732 2.465 0.423
H 2.810 -1.119 3.271
C 3.206 1.991 3.955
Cl 3.083 -0.710 -0.290
C 0.285 -1.216 2.596
C 1.037 -4.177 4.808
H 1.423 7.632 -1.588
*
```


Number 1: highest occupied orbital energy -0.93 eV, E_LUMO 2.652 eV. Number 2: highest occupied orbital energy -10.68 eV, E_LUMO -3.952 eV.